Version i
Formula: C4H14N4
Source: the Open Molecules 2025 dataset
Level of theory: ωB97M-V/def2-TZVPD

Positions of all 22 atoms, in Å:
1 C 0.213 1.215 -2.363
2 C -0.098 -0.360 -0.544
3 N 0.323 -1.622 -1.087
4 N -1.539 -0.368 -0.425
5 N 0.546 0.746 -1.054
6 H 0.194 -2.367 -0.407
7 H 1.282 -1.579 -1.404
8 H -1.919 0.567 -0.351
9 H -1.957 -0.914 -1.167
10 H -0.065 0.440 -3.095
11 H -0.636 1.927 -2.350
12 H 1.075 1.756 -2.766
13 C -0.207 -1.194 2.113
14 C 0.498 1.500 1.315
15 N 0.426 -0.350 1.108
16 H 1.426 -0.523 1.065
17 H 0.178 -0.962 3.110
18 H -0.012 -2.256 1.925
19 H -1.280 -1.023 2.083
20 H -0.327 2.038 0.859
21 H 1.475 1.868 1.034
22 H 0.404 1.464 2.401

Values from the calculation:
E_LUMO = 0.712 eV
highest occupied orbital energy = -6.22 eV

Version ii
Formula: C4H14N4
Source: the Open Molecules 2025 dataset
Level of theory: ωB97M-V/def2-TZVPD

Positions of all 22 atoms, in Å:
1 C 1.455 0.558 0.542
2 C 0.603 -0.710 0.570
3 C 1.119 -1.736 -0.446
4 N -0.848 -0.514 0.336
5 C -1.650 -0.874 1.486
6 N -1.350 0.705 -0.150
7 N -1.048 1.001 -1.520
8 N -0.379 2.253 -1.603
9 H 1.003 1.351 1.135
10 H 1.603 0.918 -0.473
11 H 2.434 0.340 0.962
12 H 0.707 -1.150 1.570
13 H 2.150 -2.000 -0.225
14 H 0.507 -2.632 -0.405
15 H 1.073 -1.340 -1.459
16 H -2.692 -0.727 1.224
17 H -1.490 -1.928 1.720
18 H -1.418 -0.268 2.375
19 H -1.049 1.529 0.391
20 H -0.519 0.220 -1.905
21 H -0.832 2.802 -2.339
22 H 0.620 2.201 -1.787

Values from the calculation:
E_LUMO = 0.998 eV
SMILES = CC(C)N(C)NNN
highest occupied orbital energy = -7.61 eV

Short version: version i is the least stable of them.

Version i
Formula: C4H14N4
Source: the Open Molecules 2025 dataset
Level of theory: ωB97M-V/def2-TZVPD

Positions of all 22 atoms, in Å:
1 H -1.230 1.199 1.743
2 N -1.146 1.624 0.822
3 C -0.276 1.034 0.085
4 N -0.035 1.508 -1.177
5 C 1.280 0.505 1.009
6 C 2.456 1.223 0.372
7 H 0.193 0.829 -1.891
8 H -0.650 2.272 -1.422
9 H 1.147 0.833 2.047
10 H 1.538 -0.558 1.131
11 H 3.396 1.020 0.899
12 H 2.271 2.302 0.352
13 H 2.606 0.897 -0.662
14 C -1.889 -1.723 0.401
15 N -0.896 -0.947 -0.350
16 N -0.636 -1.427 -1.683
17 H -1.482 -2.719 0.594
18 H -2.011 -1.291 1.395
19 H -2.842 -1.788 -0.128
20 H -0.046 -0.913 0.290
21 H -1.506 -1.513 -2.211
22 H -0.241 -2.365 -1.617

Values from the calculation:
E_LUMO = 0.750 eV
SMILES = [H]/N=C(/N)CC.CNN
highest occupied orbital energy = -7.95 eV

Version ii
Formula: C4H14N4
Source: the Open Molecules 2025 dataset
Level of theory: ωB97M-V/def2-TZVPD

Positions of all 22 atoms, in Å:
1 C -0.334 1.006 1.289
2 C 1.151 0.734 0.263
3 N 2.201 0.545 1.255
4 C 0.748 -0.494 -0.547
5 N 1.095 -1.745 0.083
6 N -0.780 -0.445 -0.723
7 C -1.313 0.548 -1.639
8 N -1.666 -1.422 -0.187
9 H -1.385 1.176 1.047
10 H -0.260 0.198 2.017
11 H -0.050 1.946 1.767
12 H 1.313 1.614 -0.363
13 H 2.876 -0.179 0.999
14 H 2.741 1.408 1.323
15 H 1.164 -0.458 -1.558
16 H 0.448 -2.448 -0.262
17 H 0.943 -1.659 1.085
18 H -1.136 0.243 -2.675
19 H -0.801 1.499 -1.482
20 H -2.389 0.693 -1.493
21 H -2.409 -1.694 -0.830
22 H -2.158 -1.066 0.632

Values from the calculation:
E_LUMO = 0.938 eV
SMILES = C[C@@H](N)[C@@H](N)N(C)N
highest occupied orbital energy = -7.67 eV

Short version: version i is the least stable of them.

Version i
Formula: C3H7NO
Source: the Open Molecules 2025 dataset
Level of theory: ωB97M-V/def2-TZVPD

Positions of all 12 atoms, in Å:
1 C -0.914 -0.357 0.825
2 C 0.070 -0.082 -0.306
3 N 0.018 1.292 -0.796
4 C 1.479 -0.523 -0.024
5 O 2.448 0.172 -0.133
6 H -0.853 0.454 1.547
7 H -0.750 -1.349 1.248
8 H -1.922 -0.479 0.431
9 H -0.197 -0.765 -1.143
10 H -0.757 1.812 -0.376
11 H -0.217 1.316 -1.783
12 H 1.595 -1.492 0.511

Values from the calculation:
E_LUMO = 0.833 eV
SMILES = C[C@@H](N)C=O
highest occupied orbital energy = -9.43 eV

Version ii
Formula: C3H7NO
Source: the Open Molecules 2025 dataset
Level of theory: ωB97M-V/def2-TZVPD

Positions of all 12 atoms, in Å:
1 O -1.235 -1.457 0.536
2 C -1.293 -0.269 0.734
3 C -0.569 0.769 -0.065
4 C 0.902 0.689 -0.327
5 N -0.050 0.351 -1.362
6 H -1.914 0.136 1.561
7 H -0.974 1.775 0.044
8 H 1.476 -0.145 0.064
9 H 1.436 1.637 -0.379
10 H -0.147 1.102 -2.038
11 H 0.848 -2.254 0.459
12 H 1.520 -2.335 0.772

Values from the calculation:
E_LUMO = 0.860 eV
SMILES = O=C[C@H]1CN1.[H][H]
highest occupied orbital energy = -9.90 eV

Version iii
Formula: C3H7NO
Source: the Open Molecules 2025 dataset
Level of theory: ωB97M-V/def2-TZVPD

Positions of all 12 atoms, in Å:
1 C -1.553 -0.020 -0.719
2 O -0.947 -1.315 -0.653
3 C 0.262 -1.655 -0.210
4 N 1.077 -0.715 0.314
5 C 1.083 0.718 0.655
6 H -1.633 0.451 0.265
7 H -1.021 0.635 -1.415
8 H -2.560 -0.201 -1.106
9 H 1.931 -1.169 0.596
10 H 2.085 0.946 1.030
11 H 0.903 1.362 -0.209
12 H 0.373 0.964 1.450

Values from the calculation:
E_LUMO = 0.791 eV
highest occupied orbital energy = -8.18 eV

Short version: version ii is the least stable of them.

Version i
Formula: C3H7NO
Source: the Open Molecules 2025 dataset
Level of theory: ωB97M-V/def2-TZVPD

Positions of all 12 atoms, in Å:
1 C 0.180 0.764 1.104
2 C -1.104 -0.495 -0.813
3 C 0.177 -0.064 -0.151
4 O 0.807 1.062 -0.861
5 N 1.177 -0.892 0.327
6 H 1.755 0.847 -0.781
7 H 0.808 -1.639 0.912
8 H 0.025 1.836 1.091
9 H 0.416 0.408 2.099
10 H -1.620 -1.209 -0.170
11 H -1.758 0.360 -0.994
12 H -0.863 -0.977 -1.761

Values from the calculation:
E_LUMO (spin up / spin down) = 0.132 / -0.264 eV
highest occupied orbital energy (spin up / spin down) = -9.33 / -8.46 eV

Version ii
Formula: C3H7NO
Source: the Open Molecules 2025 dataset
Level of theory: ωB97M-V/def2-TZVPD

Positions of all 12 atoms, in Å:
1 C 1.255 0.044 0.486
2 C -0.095 -0.331 -0.083
3 N -1.241 -0.003 0.800
4 C -0.401 0.521 -1.288
5 O -0.430 0.066 -2.400
6 H 1.952 -0.186 -0.325
7 H 1.452 -0.470 1.423
8 H 1.339 1.125 0.666
9 H -0.033 -1.404 -0.310
10 H -1.172 -0.495 1.692
11 H -2.077 -0.463 0.446
12 H -0.548 1.596 -1.109

Values from the calculation:
E_LUMO = 1.012 eV
SMILES = C[C@@H](N)C=O
highest occupied orbital energy = -9.81 eV

Version iii
Formula: C3H7NO
Source: the Open Molecules 2025 dataset
Level of theory: ωB97M-V/def2-TZVPD

Positions of all 12 atoms, in Å:
1 C -1.545 -0.087 -0.432
2 N -0.466 -0.414 0.440
3 C 0.710 -0.887 -0.045
4 C 1.480 0.567 0.363
5 O 0.749 -1.655 -0.995
6 H -1.220 -0.299 -1.456
7 H -1.825 0.977 -0.354
8 H -2.382 -0.716 -0.167
9 H -0.461 -0.149 1.403
10 H 0.866 1.518 0.309
11 H 2.191 0.600 -0.433
12 H 1.903 0.543 1.366

Values from the calculation:
E_LUMO = 0.794 eV
SMILES = CNC(C)=O
highest occupied orbital energy = -8.65 eV

Version iv
Formula: C3H7NO
Source: the Open Molecules 2025 dataset
Level of theory: ωB97M-V/def2-TZVPD

Positions of all 12 atoms, in Å:
1 H 0.010 -1.244 -2.490
2 N 0.610 -1.122 -1.666
3 C -0.137 -0.745 -0.708
4 O -1.488 -0.473 -0.967
5 C 0.258 -0.334 0.655
6 C 0.458 1.163 0.772
7 H -2.017 -0.301 -0.173
8 H -0.452 -0.717 1.393
9 H 1.243 -0.865 0.781
10 H 0.967 1.409 1.708
11 H 1.056 1.553 -0.058
12 H -0.508 1.676 0.752

Values from the calculation:
E_LUMO = 0.730 eV
SMILES = [H]/N=C(\O)CC
highest occupied orbital energy = -10.28 eV

Short version: version i is the least stable of them.

Version i
Formula: C3H7NO
Source: the Open Molecules 2025 dataset
Level of theory: ωB97M-V/def2-TZVPD

Positions of all 12 atoms, in Å:
1 C 1.431 -1.575 0.446
2 C 0.801 -0.381 0.096
3 N -0.493 0.081 0.389
4 C -1.539 -0.721 0.676
5 H 1.119 -2.169 1.313
6 H 2.197 -1.830 -0.288
7 H 1.222 0.135 -0.841
8 H -2.565 -0.342 0.468
9 H -1.229 -1.856 0.698
10 O -0.541 3.244 -1.013
11 H 0.368 2.993 -1.352
12 H -0.772 2.420 -0.593

Values from the calculation:
E_LUMO = -0.257 eV
SMILES = C=CN=C.O
highest occupied orbital energy = -9.45 eV

Version ii
Formula: C3H7NO
Source: the Open Molecules 2025 dataset
Level of theory: ωB97M-V/def2-TZVPD

Positions of all 12 atoms, in Å:
1 C 1.792 -0.646 0.172
2 N 0.357 -0.595 0.186
3 C -0.253 0.139 -0.641
4 C -1.587 0.661 -0.178
5 O -1.933 0.104 1.052
6 H 2.071 0.044 0.977
7 H 2.249 -0.283 -0.761
8 H 2.171 -1.634 0.440
9 H 0.214 0.562 -1.544
10 H -1.395 1.747 -0.083
11 H -2.399 0.541 -0.904
12 H -1.183 -0.487 1.267

Values from the calculation:
E_LUMO = 1.069 eV
SMILES = C/N=C/CO
highest occupied orbital energy = -10.05 eV

Short version: version i is the least stable of them.

Version i
Formula: C3H7NO
Source: the Open Molecules 2025 dataset
Level of theory: ωB97M-V/def2-TZVPD

Positions of all 12 atoms, in Å:
1 C 0.555 -1.348 -1.008
2 N 0.867 -0.168 -0.608
3 O 1.703 0.574 -1.163
4 C 0.391 0.290 0.711
5 C -1.032 0.795 0.553
6 H 0.679 -1.606 -2.058
7 H -0.258 -1.848 -0.430
8 H 1.031 1.100 0.946
9 H 0.328 -0.687 1.169
10 H -1.755 -0.020 0.738
11 H -1.258 1.551 1.463
12 H -1.253 1.367 -0.313

Values from the calculation:
E_LUMO = 0.811 eV
SMILES = C=[N+]([O-])CC
highest occupied orbital energy = -8.85 eV

Version ii
Formula: C3H7NO
Source: the Open Molecules 2025 dataset
Level of theory: ωB97M-V/def2-TZVPD

Positions of all 12 atoms, in Å:
1 C 0.658 -0.738 -1.303
2 C 0.377 -0.599 0.095
3 C -0.599 0.144 0.773
4 O -1.497 -0.582 0.119
5 N -0.695 1.516 0.657
6 H 0.462 -1.761 -1.616
7 H -0.027 -0.100 -1.841
8 H 1.708 -0.553 -1.526
9 H 1.086 -1.084 0.746
10 H -0.509 -0.181 1.827
11 H 0.109 2.106 0.532
12 H -1.073 1.833 1.538

Values from the calculation:
E_LUMO = 0.194 eV
highest occupied orbital energy = -9.42 eV

Version iii
Formula: C3H7NO
Source: the Open Molecules 2025 dataset
Level of theory: ωB97M-V/def2-TZVPD

Positions of all 12 atoms, in Å:
1 C -1.895 -0.164 -0.283
2 N -0.572 0.102 0.324
3 C 0.549 -0.052 -0.429
4 C 1.800 0.357 0.306
5 O 0.521 -0.385 -1.606
6 H -1.454 -1.146 0.005
7 H -1.932 -0.163 -1.364
8 H -2.790 -0.278 0.305
9 H -0.537 0.300 1.300
10 H 1.856 1.450 0.292
11 H 2.674 -0.049 -0.200
12 H 1.780 0.027 1.349

Values from the calculation:
E_LUMO = 0.829 eV
SMILES = CNC(C)=O
highest occupied orbital energy = -8.89 eV

Version iv
Formula: C3H7NO
Source: the Open Molecules 2025 dataset
Level of theory: ωB97M-V/def2-TZVPD

Positions of all 12 atoms, in Å:
1 O -0.498 -0.877 1.600
2 C -1.081 -0.922 0.332
3 C -0.120 -0.448 -0.707
4 C 0.977 1.191 -0.297
5 N 1.106 -0.326 -0.380
6 H 0.464 -0.926 1.427
7 H -1.952 -0.253 0.308
8 H -1.416 -1.922 0.051
9 H -0.504 -0.096 -1.685
10 H 0.347 1.482 0.576
11 H 0.671 1.772 -1.189
12 H 2.005 1.325 -0.036

Values from the calculation:
E_LUMO = 0.445 eV
highest occupied orbital energy = -8.52 eV

Short version: version iv is the least stable of them.